No. 1
11
Properties=species:S:1:pos:R:3:forces:R:3:mulliken_charge:R:1 method="wB97M-V/def2-TZVPD" fmax_ev_per_a=5.08 orbital_gap_ev=9.595 lumo_energy_ev=0.1 smiles="CSC(=O)NN=O" multiplicity=1 e_above_lowest_kcal_mol=75.3 molar_mass_g_mol=120.13
S -0.856 1.199 1.133 -0.5 -0.5 0.3 -0.04
C 0.659 1.110 0.246 0.2 -0.2 1.1 0.53
N 2.046 -0.105 -0.959 3.1 -0.6 -0.3 0.06
O 2.373 -0.898 -1.799 -1.2 -0.1 -0.2 -0.46
O 1.637 1.679 0.608 0.0 1.5 0.6 -0.43
N 0.799 0.211 -0.795 -4.0 -2.2 -2.3 0.02
H -1.855 -0.395 -0.291 0.1 -0.7 0.9 0.23
H -0.031 -0.347 -1.286 2.4 1.5 1.2 0.29
H -2.417 -0.669 1.373 -0.6 0.3 0.5 0.33
C -1.553 -0.464 0.782 1.7 -0.7 -1.3 -0.82
H -0.801 -1.322 0.989 -1.1 1.6 -0.5 0.29

---

No. 2
63
Properties=species:S:1:pos:R:3:forces:R:3:mulliken_charge:R:1 method="wB97M-V/def2-TZVPD" fmax_ev_per_a=1.33 orbital_gap_ev=7.920 lumo_energy_ev=0.0 smiles="O=[N+]([O-])c1ccc(N2CCN(S(=O)(=O)c3ccc4ccccc4c3)CC2)cc1NC[C@H]1CCCO1" multiplicity=1 e_above_lowest_kcal_mol=103.6 molar_mass_g_mol=496.59
C -5.059 -0.055 0.752 0.2 -0.1 0.1 -0.22
O 5.619 3.867 0.238 0.1 0.0 -0.1 -0.69
C -6.221 0.555 0.230 -0.1 -0.1 -0.4 0.64
C 2.226 1.992 1.231 -0.1 0.2 0.0 -0.70
H 6.756 -1.742 1.808 0.0 0.0 0.1 0.46
O 6.345 2.269 -1.003 0.1 0.1 0.0 -0.78
H -2.342 1.090 0.499 0.1 0.2 0.0 0.47
H -6.909 1.356 2.100 0.0 0.0 0.1 0.42
H 4.988 -3.356 1.586 0.0 0.1 0.0 0.41
H -0.915 0.167 2.278 0.1 0.2 0.0 0.35
C 3.379 2.622 0.877 0.1 0.0 -0.1 -0.82
H 2.604 -0.802 -0.643 0.0 -0.1 0.0 0.44
C -1.364 0.684 0.235 0.0 0.5 0.4 -0.96
C 6.506 -1.957 -0.359 -0.2 -0.1 0.0 -0.85
H -4.829 0.010 1.805 0.0 0.0 0.1 0.52
N 0.810 0.034 1.131 0.0 -0.1 0.2 0.03
H 5.390 -1.128 -2.925 -0.1 0.0 0.0 0.47
H -0.932 1.287 -0.571 -0.1 0.0 0.0 0.41
C 4.009 0.775 -0.582 0.3 0.5 0.0 -0.02
H -8.926 2.396 1.134 0.0 0.0 0.1 0.39
N -1.572 -0.655 -0.273 -0.9 -0.6 0.3 0.07
H -9.393 2.192 -1.274 -0.1 0.0 -0.1 0.39
H 1.580 2.455 1.958 0.0 0.0 0.1 0.45
O -2.679 -2.875 0.119 0.0 0.0 -0.3 -0.78
C -0.430 0.705 1.458 -0.3 0.3 0.0 -0.85
C 2.810 0.160 -0.212 -0.3 -0.2 0.0 0.11
H 4.009 -1.884 1.825 0.0 0.0 0.0 0.27
C 1.914 0.718 0.694 0.5 0.1 -0.1 1.09
C -6.488 0.436 -1.161 0.0 0.1 0.4 0.98
C 6.029 -1.531 1.028 -0.2 -0.1 0.0 -0.37
H 5.718 0.723 -1.611 -0.4 -0.1 0.1 0.33
H 3.631 3.584 1.297 0.0 0.0 0.0 0.50
C 4.750 -1.106 -2.041 -0.1 -0.6 0.4 -1.48
C -7.121 1.273 1.044 -0.1 0.1 0.0 -0.71
O -2.679 -1.273 1.988 -0.2 0.2 -0.1 -0.70
C 5.194 -2.255 -1.101 0.2 0.2 -0.6 0.44
N 4.852 0.207 -1.470 0.5 0.1 -0.1 0.08
H -0.611 -2.402 -0.757 0.2 0.0 -0.1 0.54
O 4.203 -2.495 -0.111 -0.1 0.0 -0.2 -0.42
H -3.777 -1.433 -2.044 0.0 0.0 -0.2 0.44
C -7.650 1.042 -1.682 -0.1 0.1 0.0 -0.72
H 0.002 -1.812 1.562 0.1 0.0 0.0 0.52
H -7.854 0.950 -2.739 0.0 0.0 -0.1 0.39
C 4.301 2.051 -0.018 -1.1 -0.6 0.4 -0.76
C -4.474 -0.868 -1.447 -0.2 0.0 -0.4 -0.55
H 0.171 -0.912 -1.359 -0.1 0.0 0.0 0.34
C 0.551 -1.337 0.741 0.0 -0.2 -0.3 -0.71
C -8.238 1.848 0.507 0.1 0.0 0.2 -0.54
H -5.807 -0.375 -3.034 0.0 0.0 -0.1 0.39
S -2.751 -1.518 0.572 0.0 0.4 -0.3 1.50
C -5.591 -0.288 -1.979 0.3 -0.2 0.1 -1.10
H -0.255 1.735 1.758 0.0 -0.1 0.0 0.43
H 3.723 -1.308 -2.358 0.1 0.0 -0.1 0.36
H 7.107 -2.864 -0.288 0.0 0.0 0.0 0.32
C -4.222 -0.742 -0.076 0.4 -0.1 0.5 -0.31
N 5.473 2.766 -0.276 0.8 0.6 -0.1 1.07
H 7.092 -1.188 -0.857 0.1 0.0 0.0 0.35
H 5.792 -0.467 1.045 0.0 0.0 0.0 0.05
H 1.482 -1.879 0.589 0.0 0.0 0.0 0.19
C -0.337 -1.377 -0.508 0.4 -0.5 0.1 -0.93
C 4.757 -2.359 1.186 0.2 -0.1 0.4 -0.51
C -8.505 1.731 -0.867 0.1 -0.1 -0.2 -0.54
H 5.279 -3.158 -1.721 0.0 0.1 0.1 0.39

---

No. 3
104
Properties=species:S:1:pos:R:3:forces:R:3:mulliken_charge:R:1 method="wB97M-V/def2-TZVPD" fmax_ev_per_a=1.18 orbital_gap_ev=9.725 lumo_energy_ev=-0.1 smiles="CC[C@H](Cl)N(CCCS(=O)(=O)O)C(=O)OB(N)O.O=C1OCCO1.O=C1OCCO1.O=C1OCCO1.O=C1OCCO1.O=C1OCCO1.O=C1OCCO1.O=C1OCCO1" multiplicity=1 molar_mass_g_mol=918.98
O 2.140 -2.343 0.095 0.0 0.0 0.0 -0.28
O 3.759 3.785 8.011 0.0 0.0 0.0 -0.33
S -3.144 -2.831 -2.812 -0.1 -0.4 -1.1 1.28
C 1.848 -3.159 1.137 0.0 0.0 0.0 0.63
H -3.322 -3.959 -1.040 -0.1 0.2 -0.1 0.34
O 1.648 3.360 7.358 0.0 0.0 -0.1 -0.53
O 3.384 2.995 5.969 0.0 0.0 0.0 -0.22
O -0.125 6.665 4.982 0.0 0.0 0.0 -0.39
C 1.374 1.922 2.274 0.0 -0.1 0.1 -0.23
H 2.308 3.312 3.681 0.1 0.1 -0.1 -0.06
H -6.170 5.066 -4.204 -0.1 -0.1 -0.1 0.33
H -1.995 0.756 -0.607 -0.2 0.1 0.2 0.18
C -3.006 0.870 -1.020 -0.3 -0.1 -0.9 -0.37
C -4.126 1.365 1.168 -0.3 0.4 -0.1 -0.22
H -1.750 4.078 5.991 -0.1 0.0 -0.1 0.32
C 0.519 -5.696 -4.010 -0.3 0.0 0.0 -0.20
O 1.162 2.208 0.886 0.0 0.0 0.0 -0.26
O -6.374 3.001 -4.180 0.0 0.0 0.0 -0.38
H 0.696 -3.532 -3.924 0.1 0.0 0.1 0.21
O 0.956 -2.978 1.903 0.0 0.0 0.0 -0.52
O -3.896 -3.323 -1.499 0.1 -0.1 0.1 -0.52
H 4.862 -10.048 -3.886 0.0 0.0 0.0 0.27
C 2.818 3.378 7.138 0.0 0.0 0.1 0.59
H 5.367 2.630 5.473 -0.1 -0.1 0.0 0.32
H 4.452 -8.042 -6.165 0.0 0.0 0.0 0.21
H 3.463 -9.905 -4.971 0.0 -0.1 -0.1 0.27
O 2.161 4.010 1.725 0.0 -0.1 -0.1 -0.35
O -1.827 -3.429 -2.783 -0.2 0.1 0.1 -0.55
H 1.387 -4.256 -5.393 0.1 0.0 0.0 0.25
H -3.719 4.405 -3.009 0.0 -0.1 0.0 0.01
O -4.002 -3.094 -3.932 0.4 0.1 0.6 -0.66
H -3.441 -0.605 -3.499 -0.1 -0.2 0.1 0.36
C -0.680 5.983 6.116 -0.1 -0.1 0.1 -0.46
H -1.972 1.480 1.425 -0.2 0.0 -0.1 -0.43
N -3.906 1.725 -0.235 1.1 -0.3 0.4 0.33
C 1.217 -4.397 -4.325 -0.2 0.3 -0.1 -0.22
H 5.362 2.498 7.900 0.0 0.0 0.0 0.26
H -6.106 4.298 -2.600 0.0 0.0 0.0 0.25
C 3.485 -4.194 -0.022 0.1 -0.1 -0.1 -0.06
H -4.705 -0.440 -1.396 0.2 0.0 -0.1 0.43
O -4.411 3.939 0.019 -0.1 0.2 0.3 -0.63
H -0.023 -5.656 -3.065 0.0 0.0 0.0 0.21
O 2.487 -4.571 -3.673 0.0 -0.1 0.0 -0.35
H 3.410 -2.627 -1.533 -0.2 0.1 0.0 0.26
O -0.306 6.405 2.757 0.0 -0.2 -0.1 -0.56
B -1.654 4.350 -0.304 0.3 0.4 -0.2 0.29
C 4.544 -9.815 -4.903 -0.1 0.1 0.1 -0.29
C 1.613 3.305 2.847 0.0 -0.1 0.2 0.79
C 3.401 -2.747 -0.453 0.1 0.0 -0.1 -0.34
H 0.505 1.418 2.687 -0.1 0.0 -0.1 0.13
C -0.492 6.008 3.868 0.0 0.0 0.0 0.74
H -1.544 -0.424 2.830 -0.1 0.0 -0.1 0.38
O 6.339 -8.840 -5.946 0.0 0.0 0.0 -0.35
O -1.670 4.354 1.065 0.2 -0.1 -0.5 -0.38
H -3.400 -1.195 -0.502 -0.1 0.1 0.0 0.28
C -4.319 3.963 -3.801 0.0 0.2 0.0 -0.06
H -4.642 2.215 1.615 0.1 -0.1 -0.2 0.57
O 1.872 3.830 -0.503 0.0 0.0 0.0 -0.63
H -2.660 -1.079 1.628 0.0 0.1 0.1 0.18
H -1.618 6.469 6.389 0.0 0.0 0.0 0.28
H 5.204 -7.756 -4.580 0.1 0.0 0.0 0.18
N -0.850 5.247 -1.133 0.1 -0.2 0.6 -0.57
Cl -5.339 0.040 1.310 0.0 0.0 0.0 -0.19
H -0.676 6.110 -0.622 0.1 -0.1 -0.1 0.25
H -0.002 3.956 5.705 0.0 0.0 0.0 0.02
C -2.836 1.090 1.974 0.0 -0.2 0.5 0.32
O -1.077 4.828 4.171 0.0 0.2 0.0 -0.16
C 2.717 -5.899 -3.553 0.0 0.0 0.1 0.72
O -2.470 3.404 -0.945 0.0 0.1 0.1 -0.20
C -3.005 -1.068 -2.609 0.3 0.6 0.4 -0.93
H 0.078 4.870 -1.330 -0.2 0.0 -0.3 0.28
C 1.749 3.390 0.597 -0.1 0.0 0.0 0.63
H -3.936 4.286 -4.771 0.0 0.0 0.0 0.35
C -5.453 2.020 -4.083 0.0 0.0 0.1 0.69
H -2.881 1.379 -1.981 0.0 0.0 0.2 0.57
H 4.501 -4.525 0.175 -0.1 0.0 0.2 0.30
O -5.655 0.862 -4.268 0.0 0.0 0.0 -0.52
H -0.154 -6.027 -4.795 0.1 -0.1 0.0 0.34
H 4.190 -2.133 -0.015 0.0 0.0 0.0 0.27
C 5.073 -8.478 -5.380 -0.1 0.1 0.1 -0.04
H 0.683 3.789 3.140 0.0 0.0 -0.1 -0.38
H -1.926 -0.862 -2.610 -0.2 -0.2 0.0 0.56
O 7.124 -10.706 -6.937 0.0 0.0 0.0 -0.51
C 6.296 -10.147 -6.295 0.0 0.0 0.0 0.60
H -3.249 -0.632 3.240 0.1 0.0 -0.2 0.38
H 2.247 1.273 2.372 0.0 0.0 0.0 0.29
H -0.957 4.920 1.395 -0.3 0.3 0.3 0.22
C -2.564 -0.348 2.436 0.1 0.1 0.0 -1.30
H 4.874 4.338 5.493 0.0 0.0 0.0 0.29
O 3.751 -6.371 -3.192 0.0 0.0 0.0 -0.56
O 5.174 -10.730 -5.806 0.0 0.0 0.0 -0.35
C 5.048 3.454 7.480 0.1 0.0 0.0 -0.37
H 5.769 4.221 7.749 -0.1 0.1 0.0 0.30
O 2.709 -4.202 1.183 0.0 0.1 0.0 -0.35
C -5.808 4.207 -3.646 0.0 0.1 0.1 -0.35
C -0.883 4.583 5.575 0.0 -0.1 0.2 0.00
O 1.620 -6.611 -3.875 0.1 0.1 0.0 -0.36
C 4.768 3.374 5.992 0.1 0.0 0.0 -0.33
H -2.913 1.707 2.878 0.1 0.0 -0.2 0.42
C -3.638 3.094 -0.335 -0.5 -0.1 -0.3 0.17
O -4.251 2.534 -3.735 0.2 0.0 0.0 -0.29
C -3.617 -0.503 -1.319 0.0 -0.3 0.2 -0.91
H 0.009 6.026 6.954 0.1 0.0 -0.1 0.33
H 3.022 -4.869 -0.742 0.0 0.0 0.0 0.08

---

Per-record electronic energy, eV: -20046.2178; -53409.9826; -112051.2856